{"formula": "C8H14FeN3O2S2", "method": "ωB97M-V/def2-TZVPD", "total_charge": -1, "multiplicity": 5, "e_homo_ha": [-0.0244, -0.1102], "mol_weight_g_mol": 304.198, "e_tot_ha": -2688.0278, "homo_lumo_gap_ha": [0.096, 0.180], "symbols": ["Fe", "S", "S", "O", "O", "N", "N", "N", "C", "C", "C", "C", "C", "C", "C", "C", "H", "H", "H", "H", "H", "H", "H", "H", "H", "H", "H", "H", "H", "H"], "positions_angstrom": [[-0.884, -0.472, -2.432], [1.541, 1.352, 1.662], [-0.984, -1.287, -0.241], [2.852, 0.803, 1.917], [1.413, 2.789, 1.575], [0.736, 0.576, 0.407], [-0.570, -0.118, -4.600], [-1.984, -2.165, -3.062], [-1.358, -0.479, 4.540], [0.452, 0.703, 2.868], [-0.365, 0.344, 5.078], [-1.420, -0.725, 3.165], [0.551, 0.947, 4.231], [2.452, 1.229, -2.501], [-0.217, -0.248, 0.830], [-0.477, -0.155, 2.291], [2.038, 1.046, -1.490], [-1.470, 0.007, -5.075], [-2.981, -2.028, -2.867], [-1.753, -3.026, -2.561], [3.487, 0.784, -2.559], [-0.318, 0.514, 6.142], [0.022, 0.639, -4.971], [1.845, 0.693, -3.252], [-2.084, -0.914, 5.219], [-1.930, -2.393, -4.062], [-2.228, -1.356, 2.797], [2.460, 2.335, -2.639], [1.349, 1.575, 4.603], [-0.177, -0.969, -5.012]], "mulliken_spin": [3.0676, 0.0453, 0.0473, 0.0270, 0.0075, 0.1527, -0.0108, 0.0381, -0.0633, 0.1298, 0.1693, 0.1038, -0.0701, -0.0194, 0.2972, 0.0492, 0.0211, 0.0018, -0.0188, -0.0023, 0.0014, 0.0237, -0.0054, -0.0004, -0.0051, -0.0064, 0.0223, -0.0010, -0.0035, 0.0014]}